ORCA calculation (ωB97M-V/def2-TZVPD) on a 2-piece molecular cluster, C4H12OS2 overall.

Summary:
Largest force on an atom, eV/Å: 1.589
Orbital gap, hartree: 0.3444
Structure (SMILES): CCSSCC.O
Multiplicity: 1
Total charge: 0

Positions of all 19 atoms, in Å:
C: -1.30 -1.58 -2.54
C: 0.07 -2.16 -2.73
S: 1.41 -1.40 -1.71
S: 0.84 0.56 -1.38
C: 0.05 0.48 0.23
C: -0.35 1.91 0.58
H: -2.01 -2.07 -3.21
H: -1.27 -0.53 -2.81
H: -1.68 -1.67 -1.53
H: 0.41 -2.09 -3.77
H: 0.11 -3.22 -2.47
H: -0.85 -0.13 0.20
H: 0.67 0.08 1.03
H: -0.57 1.91 1.62
H: -1.14 2.27 0.00
H: 0.47 2.60 0.52
H: 1.42 1.42 6.70
H: 1.77 1.71 5.17
O: 1.97 1.92 6.09


ORCA calculation (ωB97M-V/def2-TZVPD) on a 2-piece molecular cluster, C4H12OS2 overall.

Summary:
Largest force on an atom, eV/Å: 4.687
Orbital gap, hartree: 0.3460
Structure (SMILES): CCCSSC.O
Multiplicity: 1
Total charge: 0

Positions of all 19 atoms, in Å:
C: 1.83 1.47 1.17
C: 2.04 2.85 1.89
C: 0.36 0.99 1.36
S: -0.63 1.08 -0.26
S: -1.82 -0.60 -0.25
C: -3.54 0.10 0.07
H: 1.91 1.35 -0.04
H: 2.35 0.72 1.73
H: 1.62 2.81 2.85
H: 3.08 2.98 2.13
H: 1.78 3.69 1.25
H: 0.36 -0.11 1.62
H: -0.10 1.62 2.19
H: -3.47 0.61 1.07
H: -3.96 0.68 -0.72
H: -4.17 -0.72 0.23
H: 3.24 -5.39 -3.91
H: 4.47 -5.37 -2.97
O: 3.50 -5.37 -3.05